Record 1
C3H11NSi in the gas phase in a non-equilibrium geometry, computed with ωB97M-V/def2-TZVPD.

```
16
Properties=species:S:1:pos:R:3:forces:R:3:mulliken_charge:R:1
H -0.175 -0.876 -2.120 0.2 -0.1 0.6 0.270
H 0.889 -1.377 1.726 1.0 -0.3 0.2 -0.102
H 0.705 1.501 -2.134 0.1 -1.2 2.4 0.289
H 0.406 2.736 0.110 0.1 1.3 0.1 0.408
H -1.181 -0.565 2.453 -0.2 0.1 0.3 -0.095
C 0.090 1.733 0.065 0.3 -1.9 -1.0 -0.952
H -0.953 1.605 -0.170 -0.6 0.6 0.6 0.211
H 1.080 -1.504 -0.948 -1.3 1.5 0.0 0.274
C 0.796 0.995 -1.059 1.1 -2.4 -1.4 -0.302
H 1.884 0.884 -0.788 -0.9 0.3 -0.6 0.228
H -1.655 -0.397 -0.155 -1.1 0.8 -0.7 0.310
Si -0.522 -1.479 1.516 -1.1 -0.2 -0.4 0.239
H 0.358 1.219 0.985 -0.3 0.2 0.2 0.166
N -0.825 -0.906 -0.067 2.2 -1.2 -0.8 -0.282
H -1.127 -2.834 1.686 0.4 0.1 0.2 -0.151
C 0.230 -0.736 -1.099 0.1 2.3 0.3 -0.511
```
Forces are in eV/Å.

Values from the calculation:
Orbital gap: 9.74 eV
HOMO level: -8.69 eV
Energy relative to the best compared isomer or geometry (same formula, charge and spin): 31.83 kcal per mole
SMILES: CCCN[SiH3]
Multiplicity: 1

***

Record 2
C3H11NSi2 in the gas phase in a non-equilibrium geometry, computed with ωB97M-V/def2-TZVPD.

```
17
Properties=species:S:1:pos:R:3:forces:R:3:mulliken_charge:R:1
H 1.335 0.849 2.365 0.3 0.0 0.1 -0.112
Si 2.798 -0.290 -0.334 0.5 -0.3 -0.2 0.349
C -1.524 -1.282 0.632 1.2 0.7 0.1 -1.040
H -0.510 2.084 0.843 0.1 0.0 0.1 0.287
H -2.682 0.498 0.596 -0.1 0.0 -0.1 0.303
N -0.062 1.382 0.271 0.2 0.3 0.2 -0.197
H -1.799 -1.451 1.655 0.0 -0.1 0.2 0.308
H -0.390 0.245 -1.403 -0.1 0.0 -0.2 0.280
H -2.682 -0.408 -0.930 -0.1 0.0 0.0 0.300
H 2.751 0.306 -1.674 -0.3 0.2 -0.2 -0.115
H 4.120 0.067 0.201 0.2 0.1 0.3 -0.138
H -1.245 -2.143 0.054 0.1 -0.3 -0.1 0.298
C -2.068 -0.106 -0.075 0.3 0.2 0.0 -0.098
H 2.816 -1.746 -0.508 -0.1 -0.3 0.0 -0.114
H -1.466 1.647 -1.231 0.0 -0.1 -0.1 0.383
C -0.970 0.834 -0.691 -0.3 -0.1 -0.2 -0.842
Si 1.052 0.299 1.031 -2.1 -0.5 -0.1 0.150
```
Forces are in eV/Å.

Values from the calculation:
Orbital gap (alpha / beta): 7.64 / 6.99 eV
HOMO level (alpha / beta): -7.77 / -6.94 eV
Energy relative to the best compared isomer or geometry (same formula, charge and spin): 34.29 kcal per mole
Multiplicity: 1

***

Record 3
2 unconnected molecules or ions with the total composition C3H11O in a non-equilibrium geometry, computed with ωB97M-V/def2-TZVPD.

```
15
Properties=species:S:1:pos:R:3:forces:R:3:mulliken_charge:R:1
O 0.890 -0.973 -1.624 -1.9 0.1 -0.3 -0.324
H -0.355 -1.320 1.445 -0.4 0.2 -0.1 0.335
H -2.151 0.911 0.514 0.1 -0.5 0.4 0.367
C 0.329 -0.482 1.432 1.9 0.3 0.3 -1.169
H 0.849 0.909 -0.206 0.0 0.2 0.0 0.554
C 0.035 0.736 0.524 -0.5 -0.7 0.2 -0.454
H -1.604 -0.203 -0.730 0.3 -0.5 0.3 0.406
H 0.558 -0.151 2.444 -0.7 0.0 0.2 0.360
C -1.326 0.684 -0.159 -0.5 1.2 -0.7 -1.315
H 0.176 -0.616 -2.202 0.1 0.0 0.6 0.446
H 0.984 -0.483 -0.749 0.2 0.1 -0.2 0.226
H 1.608 -1.276 -2.168 1.4 -0.3 -0.1 0.414
H 0.108 1.635 1.129 -0.1 0.1 -0.1 0.353
H 1.344 -0.870 1.227 -0.3 -0.3 -0.4 0.425
H -1.445 1.499 -0.878 0.3 0.1 -0.1 0.376
```
Forces are in eV/Å.

Values from the calculation:
Net charge: +1
Orbital gap: 11.25 eV
HOMO level: -15.88 eV
Energy relative to the best compared isomer or geometry (same formula, charge and spin): 9.24 kcal per mole
Multiplicity: 1

***

| no. | E_tot (eV) |
| --- | --- |
| 1 | -12655.765 |
| 2 | -20531.729 |
| 3 | -5328.033 |